Entry 1:
{
  "formula": "C6H12O",
  "method": "ωB97M-V with the def2-TZVPD basis set",
  "multiplicity": 1,
  "e_homo_ev": -9.355,
  "de_lowest_kj_mol": 246.72,
  "gap_ev": 10.112,
  "e_lumo_ev": 0.757,
  "fmax_ev_per_a": 5.38,
  "elements": ["C", "C", "C", "C", "C", "C", "H", "H", "H", "H", "H", "H", "H", "H", "H", "H", "H", "H", "O"],
  "xyz": [[-1.652203, -1.158327, 1.607343], [-0.528005, -0.340428, 0.987291], [0.749305, -0.665808, 1.299869], [-1.359888, 1.604331, -0.467722], [-0.775713, 0.412241, -0.268916], [-0.373020, -0.508533, -1.516888], [-1.292868, -1.744181, 2.465633], [-2.004947, -1.887319, 0.814729], [-2.482928, -0.546239, 1.801261], [1.573996, -0.416777, 0.754384], [0.847500, -1.543407, 2.101951], [-1.252675, 1.893407, -1.501750], [-1.868768, 2.244798, 0.236637], [-0.687287, -1.604598, -1.297594], [0.773289, -0.580126, -1.686862], [-0.774781, -0.068736, -2.397497], [2.783071, -0.032476, -1.272522], [2.493234, 1.392896, -0.737781], [3.191289, 0.853987, -1.140806]],
  "forces_ev_per_angstrom": [[0.97, -0.93, -1.50], [1.41, -1.27, 0.28], [-3.48, -2.86, 2.95], [0.89, -1.33, -0.54], [-0.09, -0.83, -0.92], [1.62, -0.54, 2.05], [-0.31, 0.41, -0.20], [0.35, 0.64, 0.79], [-1.20, 0.72, 0.71], [2.12, 0.99, -1.13], [0.17, 2.27, -1.66], [-0.69, 0.59, -0.15], [0.36, -0.03, 0.24], [0.20, 1.99, -0.60], [-1.80, 0.24, 0.51], [-0.56, -0.10, -0.84], [0.45, 1.04, 0.15], [0.18, -0.22, -0.15], [-0.61, -0.78, 0.00]]
}

***

Entry 2:
{
  "formula": "C6H12O11RbS2",
  "method": "ωB97M-V with the def2-TZVPD basis set",
  "multiplicity": 1,
  "e_homo_ev": -4.123,
  "charge": -1,
  "gap_ev": 5.632,
  "e_lumo_ev": 1.508,
  "fmax_ev_per_a": 2.37,
  "elements": ["Rb", "S", "O", "O", "O", "O", "C", "C", "O", "C", "O", "O", "C", "H", "H", "H", "H", "H", "H", "H", "H", "C", "C", "O", "S", "O", "O", "O", "H", "H", "H", "H"],
  "xyz": [[1.282300, -22.732693, -26.323138], [1.894139, -24.859316, -23.335229], [1.629386, -26.296340, -23.347050], [0.697559, -24.159694, -23.841735], [2.259678, -24.427163, -21.960469], [3.010978, -24.535411, -24.253023], [-1.870442, -25.719967, -25.267778], [-0.497111, -26.196126, -25.702505], [-0.451376, -26.702483, -27.072868], [-0.345967, -25.847239, -28.040990], [-0.315549, -24.636866, -27.988827], [-0.164111, -26.526628, -29.172007], [-0.081281, -25.816477, -30.389306], [-2.641237, -26.480999, -25.206821], [-2.257809, -24.935196, -25.938067], [-1.742652, -25.123192, -24.362504], [-0.334861, -27.103252, -25.124541], [0.357445, -25.557588, -25.532571], [-1.076656, -25.519998, -30.712527], [0.497288, -26.403461, -31.096968], [0.536334, -24.920290, -30.243580], [4.096993, -22.144775, -23.215774], [2.659508, -21.721303, -22.969681], [2.686163, -20.286773, -22.790335], [4.066784, -19.698128, -23.406841], [4.513798, -18.521223, -22.729052], [3.937140, -19.602810, -24.833649], [4.933327, -20.982590, -22.994932], [4.311231, -22.549997, -24.201727], [4.424247, -22.918030, -22.522743], [2.133850, -22.122860, -22.108167], [2.052761, -22.005229, -23.829157]],
  "forces_ev_per_angstrom": [[0.08, -0.70, 0.65], [0.92, -1.43, 1.65], [-0.19, -0.60, -0.23], [-1.33, 1.55, -0.66], [-0.32, 0.46, -0.54], [0.65, 0.77, -1.14], [0.20, 1.98, -0.89], [-0.55, -1.38, 0.63], [-0.48, -0.12, 0.05], [0.66, 0.02, -0.16], [-0.11, 0.63, 0.29], [-0.16, -1.00, -0.43], [0.82, 1.09, 0.40], [0.21, -0.27, 0.24], [0.07, -0.30, -0.27], [0.07, -0.65, 0.41], [0.55, 0.09, -0.04], [-0.26, 0.38, 0.17], [0.06, -0.13, -0.33], [-0.54, -0.44, -0.06], [-0.38, 0.05, 0.04], [0.80, -1.28, 0.37], [-0.67, -0.09, -0.34], [1.06, 1.43, -0.54], [-0.49, -0.74, 0.35], [-0.33, -0.89, 0.15], [-0.04, -0.37, 0.14], [-0.28, 1.52, -0.19], [-0.38, 0.24, -0.08], [-0.15, 0.16, 0.11], [0.54, -0.27, 0.09], [-0.04, 0.28, 0.14]]
}